108
Properties=species:S:1:pos:R:3:forces:R:3 method="wB97M-V/def2-TZVPD" multiplicity=2 molar_mass_g_mol=1043.68 charge=+1 total_energy_ev=-131871.6155 e_lumo_ev="-2.15 / -2.15" s2=0.76 homo_lumo_gap_ev="7.8 / 7.8" homo_ev="-9.98 / -9.94"
C 4.616995 -0.138879 4.551824 0.00 -0.03 -0.01
C -5.642306 2.129825 2.424362 0.05 -0.03 -0.04
H 6.353363 1.797117 0.521207 0.01 -0.04 0.04
C -0.391859 -4.334731 -1.460433 -0.01 0.04 -0.01
H 4.915412 3.348830 1.467576 0.01 -0.01 -0.02
C 3.375359 -1.842288 2.852669 0.02 -0.04 -0.05
N 3.269398 2.098478 1.880679 -0.02 0.04 0.12
H -2.730809 4.236873 -2.996457 0.00 0.00 -0.01
H -5.526904 0.660474 -3.903965 -0.01 0.00 -0.01
H -3.480413 2.419358 -0.128612 0.01 0.01 0.01
F -4.514170 -6.237997 0.580644 -0.01 -0.02 0.00
O 1.231032 -1.741630 0.617407 -0.17 0.20 0.24
H -0.822694 -0.287567 -2.715189 0.01 0.01 0.00
F -2.364180 3.520768 -6.447602 0.00 0.01 0.02
H 4.046854 2.711944 0.061558 -0.02 -0.01 0.01
H -4.417397 -0.994183 2.291692 0.00 0.00 0.01
H 1.665981 2.116763 -3.771074 0.00 -0.01 0.00
H 4.167823 -3.440410 4.026809 0.00 -0.01 0.00
S 1.575898 -3.035163 -0.068213 -0.09 -0.38 -0.09
C -2.821281 -0.052632 -1.958921 0.00 -0.04 0.15
H -4.901653 0.290048 -1.530525 -0.01 0.00 -0.01
F -3.875854 0.540555 -5.878223 0.00 0.02 -0.03
H -1.547701 3.108592 -1.136515 0.00 -0.01 0.02
C -5.466250 0.801658 2.761540 -0.05 0.05 0.03
H -2.161230 0.730633 3.760692 0.00 0.00 0.01
C 4.103101 -2.369330 3.901556 0.00 0.01 -0.01
C 0.046610 3.213535 -4.643862 -0.03 0.01 0.01
H 2.857814 -2.478266 2.151933 0.02 -0.01 0.00
C 1.330363 1.223610 -0.362274 -0.20 -0.08 -0.13
C -0.073769 3.262816 2.947899 0.03 -0.03 0.01
C 3.491706 -0.814006 -1.310445 0.07 -0.02 -0.03
C -4.061065 -4.979806 0.457823 0.02 0.08 0.00
H 1.040466 -5.826772 -0.791877 -0.01 -0.01 0.00
H -0.254029 -0.525339 2.751219 0.01 0.01 -0.03
C -4.348440 -4.272702 -0.694717 -0.01 -0.08 0.02
C -2.845508 -3.139833 1.341808 0.02 -0.01 0.00
C -1.192931 3.802122 -4.424450 -0.01 -0.01 0.04
Sb -2.215784 -0.445925 0.049550 -0.01 0.06 -0.15
H -1.473293 0.050950 -5.089616 0.00 0.00 -0.01
C -1.902220 4.444019 -5.580852 -0.03 0.03 -0.05
C -4.941670 2.726591 1.392671 -0.05 0.02 0.03
C 3.652259 1.786441 3.258302 0.01 -0.05 -0.02
F -1.083159 5.252410 -6.279999 -0.02 -0.03 0.02
H -6.049127 0.370753 3.564185 -0.01 0.00 0.01
C 0.184155 -5.271436 -0.399734 0.02 -0.03 0.00
H 5.098165 0.579873 5.201749 0.00 0.00 0.01
C 5.083761 0.212965 0.000483 -0.01 0.15 -0.11
H 1.300483 -3.323558 -2.419745 0.01 -0.01 0.00
H 6.551170 -1.901090 -2.193548 0.01 -0.01 -0.01
H 4.148490 -2.131130 -2.863643 -0.01 0.00 0.00
C -2.207216 0.085700 -4.295870 -0.01 0.03 -0.06
N 3.253012 -0.529669 2.630529 0.01 0.12 0.04
F -6.528307 2.865055 3.117534 -0.01 0.01 0.01
C 5.773046 -1.362714 -1.669577 0.02 -0.02 -0.02
C -1.109658 3.137179 -2.125236 0.07 -0.04 0.00
H 7.127000 -0.292576 -0.392692 0.00 0.01 0.00
H -5.123220 3.765275 1.151337 -0.01 0.01 0.00
H 4.546317 2.344361 3.561909 0.00 -0.02 0.00
C -3.868833 -2.976455 -0.815962 -0.01 -0.01 -0.04
H 2.025196 3.370851 0.804135 0.02 0.01 0.00
C -1.770326 3.768757 -3.163547 -0.01 0.03 -0.07
H -4.935751 -4.737608 -1.474906 -0.01 -0.01 0.00
H -2.023207 3.222313 3.848643 -0.01 0.01 0.01
H 5.755098 0.960297 1.915136 -0.07 -0.02 0.02
C -1.212532 2.638693 3.433545 0.01 -0.03 -0.01
C 0.701668 2.579195 -3.605734 -0.01 -0.03 0.00
H 2.436559 -0.871381 -1.543611 0.01 0.01 0.00
C -1.293061 1.256061 3.389588 0.03 0.03 0.01
H -0.231142 -3.862444 1.201716 0.00 0.01 0.01
H 1.239006 -4.838399 1.493365 0.02 0.01 -0.01
C 4.743181 -1.498410 4.770233 -0.03 0.02 -0.04
C -3.108724 -2.394043 0.194111 0.03 0.11 0.05
N 0.842364 1.155615 2.337752 -0.04 -0.17 -0.29
C 0.937207 2.489751 2.402253 -0.04 0.04 0.08
C -4.546158 0.053158 2.040656 -0.03 -0.04 -0.01
H 2.851148 2.099789 3.931754 0.01 0.01 -0.01
H -4.082896 -2.423889 -1.722330 -0.02 0.01 -0.01
C -1.863742 -0.112409 -2.966823 0.05 0.02 -0.02
C -3.320716 -4.435244 1.490554 -0.04 -0.08 -0.01
H 0.113049 -2.195572 -1.741681 0.00 0.01 0.03
C 0.773512 1.815951 -1.268314 0.21 -0.02 0.16
C -3.816097 0.618825 1.000640 0.11 -0.06 -0.03
Co 2.222666 0.330700 1.061203 0.53 0.33 0.02
C 4.443378 -1.501303 -2.036436 -0.04 0.03 0.02
H -1.355781 -3.961042 -1.118404 -0.04 0.01 0.01
H -0.549694 -4.836176 -2.414348 0.00 0.00 0.01
C 0.127179 2.520960 -2.331994 -0.14 0.05 -0.09
C 6.094624 -0.481734 -0.655487 -0.03 0.07 -0.05
C -4.141594 0.229484 -2.301021 -0.04 0.01 0.01
C 2.203194 3.098128 1.845700 -0.05 0.00 -0.01
F -2.954686 5.181246 -5.191499 0.03 -0.03 0.00
C -0.240828 0.554763 2.828700 -0.02 -0.07 0.04
C -3.528457 0.354718 -4.596865 -0.01 0.00 0.09
C -4.506646 0.439320 -3.621716 0.03 0.00 -0.09
H 0.495314 3.256309 -5.627750 0.01 0.00 -0.01
C -4.025056 1.959479 0.688732 -0.01 0.03 0.01
H 2.465499 4.004508 2.407263 -0.02 0.00 0.00
H -2.250673 -2.711169 2.143717 0.00 0.00 0.01
N 3.795264 -0.012906 -0.281887 -0.20 -0.39 0.28
H 0.034650 4.338316 2.985806 0.00 0.01 0.00
C 3.861427 0.310033 3.478269 -0.03 0.03 0.01
H -0.548650 -6.000680 -0.054857 0.00 0.01 0.00
H 5.330643 -1.871393 5.598006 0.00 -0.01 0.01
C 0.588071 -3.168366 -1.609088 0.07 0.02 0.04
H -3.129597 -5.020167 2.380487 0.00 -0.01 0.00
C 4.420240 2.457818 1.055633 -0.01 0.02 -0.04
C 0.620975 -4.360349 0.735221 0.08 0.12 -0.06
C 5.451792 1.340165 0.936161 0.09 0.05 0.01